## P
A cluster of 2 separate species, C11H18O in total. Source: the OMol25 dataset; level of theory: wB97M-V/def2-TZVPD.

Structure (XYZ):
```
30
Properties=species:S:1:pos:R:3:nbo_charge:R:1
C 0.62 1.64 0.60 -0.4304
C 1.68 2.64 1.22 -0.6093
C 0.79 0.23 1.07 -0.0807
C -0.08 -0.32 2.05 -0.1761
C 1.67 -0.56 0.35 -0.1822
C 0.02 -1.70 2.38 -0.2831
C 1.80 -1.91 0.68 -0.2647
C 1.03 -2.43 1.69 0.2809
O 1.34 -3.65 2.14 -0.6722
H -0.36 1.98 0.86 0.2063
H 0.67 1.81 -0.51 0.2181
H 1.92 3.56 0.47 0.1987
H -0.92 0.38 2.49 0.2200
H 2.34 -0.16 -0.34 0.2131
H -0.78 -2.22 3.09 0.2197
H 2.50 -2.65 0.17 0.2305
H 0.53 -4.10 2.57 0.4811
H 2.64 2.13 1.45 0.2158
H 1.22 3.22 2.06 0.2128
C -1.83 0.70 -1.85 -0.3810
C -0.47 0.50 -2.59 -0.6035
C -2.78 -0.54 -2.19 -0.6079
H -2.25 1.58 -2.19 0.1874
H -1.59 0.83 -0.84 0.1961
H -0.60 0.11 -3.54 0.2007
H -0.07 1.51 -2.63 0.1977
H -3.33 -0.44 -3.14 0.2068
H -3.66 -0.63 -1.37 0.1967
H 0.14 -0.09 -1.95 0.2068
H -2.20 -1.43 -2.19 0.2021
```

Properties
- Structure (SMILES): CCc1ccc(O)cc1.CCC
- Net charge: 0
- Gap between HOMO and LUMO: 9.13 eV
- M: 166.3 Da
- HOMO energy: -8.37 eV
- 2S+1: 1


## Q
A cluster of 2 separate species, C11H18O in total. Source: the OMol25 dataset; level of theory: wB97M-V/def2-TZVPD.

Structure (XYZ):
```
30
Properties=species:S:1:pos:R:3:nbo_charge:R:1
C -1.38 -0.42 2.99 -0.4102
C -1.18 1.06 3.22 -0.6184
C -2.72 -0.91 2.25 -0.5921
H -1.27 -1.27 3.76 0.2112
H -0.67 -0.71 2.18 0.1971
H -1.41 1.62 2.35 0.2156
H -1.60 1.47 4.20 0.2077
H -3.53 -1.03 2.87 0.1972
H -2.56 -1.58 1.58 0.1987
H -0.05 1.20 3.29 0.2090
H -2.96 -0.19 1.41 0.1845
C -1.26 -0.33 -2.48 -0.4330
C -2.25 0.82 -2.50 -0.6310
C -0.05 -0.14 -1.60 -0.0485
C 0.58 1.06 -1.33 -0.1819
C 0.53 -1.26 -0.97 -0.1811
C 1.74 1.12 -0.63 -0.3053
C 1.74 -1.27 -0.41 -0.2568
C 2.30 -0.05 -0.18 0.2895
O 3.52 0.00 0.54 -0.6841
H -1.91 -1.21 -2.27 0.2190
H -0.80 -0.62 -3.48 0.2200
H -1.92 1.91 -2.68 0.2118
H 0.10 2.02 -1.64 0.2121
H -0.10 -2.14 -1.03 0.2056
H 2.21 2.13 -0.74 0.2281
H 2.19 -2.23 -0.12 0.2348
H 3.65 0.78 0.94 0.4666
H -2.89 0.75 -1.67 0.2104
H -2.92 1.04 -3.44 0.2233
```

Properties
- Structure (SMILES): CCc1ccc(O)cc1.CCC
- Net charge: 0
- Gap between HOMO and LUMO: 9.38 eV
- M: 166.3 Da
- HOMO energy: -8.54 eV
- 2S+1: 1


Of them, the most stable is P and the least stable is Q.


## P
A cluster of 2 separate species, C10H10N2 in total. Source: the OMol25 dataset; level of theory: wB97M-V/def2-TZVPD.

Structure (XYZ):
```
22
Properties=species:S:1:pos:R:3:nbo_charge:R:1
C -2.00 -1.48 -0.35 0.0369
C -1.48 -0.93 0.89 -0.2501
C -1.70 0.45 0.96 -0.2486
C -2.37 1.22 0.04 -0.2513
C -2.49 0.69 -1.19 0.0266
C 2.79 -1.25 -0.18 0.0568
C 1.37 -0.99 0.19 -0.2811
C 0.94 0.26 0.37 -0.1950
C 1.86 1.30 0.17 -0.2657
C 3.04 0.96 -0.49 0.0281
H -1.87 -2.49 -0.60 0.1970
H -1.33 -1.58 1.82 0.2507
H -1.52 0.83 2.03 0.2392
H -2.87 2.27 0.46 0.2366
H -2.75 1.26 -1.98 0.1960
H 3.22 -2.22 -0.23 0.1917
H 0.75 -1.93 0.43 0.2191
H -0.23 0.36 0.54 0.2408
H 1.71 2.39 0.14 0.2202
H 3.58 1.84 -0.94 0.1860
N -2.22 -0.67 -1.42 -0.4117
N 3.56 -0.27 -0.66 -0.4222
```

Properties
- Structure (SMILES): c1ccncc1.c1ccncc1
- Net charge: 0
- Gap between HOMO and LUMO: 9.44 eV
- M: 158.2 Da
- HOMO energy: -9.12 eV
- 2S+1: 1


## Q
A cluster of 2 separate species, C10H10N2 in total. Source: the OMol25 dataset; level of theory: wB97M-V/def2-TZVPD.

Structure (XYZ):
```
22
Properties=species:S:1:pos:R:3:nbo_charge:R:1
C -2.97 0.92 -0.28 0.0448
C -2.34 0.72 0.96 -0.3105
C -1.53 -0.34 1.11 -0.1538
C -1.31 -1.30 0.14 -0.2136
C -2.14 -1.06 -1.01 0.0054
C 0.80 0.81 0.09 0.0648
C 2.06 1.42 -0.36 -0.2517
C 3.13 0.58 -0.48 -0.1770
C 2.96 -0.77 -0.20 -0.2581
C 1.75 -1.18 0.31 0.0252
H -3.46 1.86 -0.68 0.1910
H -2.57 1.44 1.75 0.2176
H -1.22 -0.29 2.15 0.2220
H -0.50 -1.96 0.06 0.2251
H -2.16 -1.65 -1.88 0.1867
H -0.02 1.49 0.32 0.2003
H 2.21 2.50 -0.47 0.2273
H 4.07 0.99 -1.02 0.2220
H 3.83 -1.44 -0.40 0.2274
H 1.72 -2.27 0.54 0.1895
N -3.00 -0.04 -1.17 -0.4418
N 0.68 -0.41 0.53 -0.4428
```

Properties
- Structure (SMILES): c1ccncc1.c1ccncc1
- Net charge: 0
- Gap between HOMO and LUMO: 9.00 eV
- M: 158.2 Da
- HOMO energy: -8.32 eV
- 2S+1: 1


## R
The molecule C10H10N2. Source: the OMol25 dataset; level of theory: wB97M-V/def2-TZVPD.

Structure (XYZ):
```
22
Properties=species:S:1:pos:R:3:nbo_charge:R:1
C 2.41 1.24 0.34 0.2992
C -1.04 0.10 -2.55 -0.3069
C 0.16 1.38 -0.67 -0.1775
C -0.01 -1.09 0.67 -0.1809
C -1.33 -1.15 -2.64 0.0127
C -0.43 0.29 -1.21 -0.0554
C -0.44 -0.95 -0.58 0.1206
C 1.01 1.20 0.60 -0.3629
C 0.72 -0.04 1.41 -0.2323
C -0.30 0.35 2.52 -0.6029
N 3.51 0.97 0.31 -0.3275
N -1.16 -1.85 -1.45 -0.5859
H -1.10 0.96 -3.34 0.2343
H -0.01 2.38 -0.98 0.2131
H -0.18 -2.00 1.05 0.1981
H -1.63 -1.60 -3.60 0.2210
H 0.87 2.09 1.23 0.2475
H 1.65 -0.47 1.78 0.2407
H -1.04 0.95 2.11 0.2155
H 0.20 0.64 3.48 0.2198
H -0.76 -0.58 2.88 0.2108
H -1.09 -2.80 -1.35 0.3990
```

Properties
- Structure (SMILES): C[C@H]1C=c2[nH]ccc2=C[C@@H]1C#N
- Net charge: 0
- Gap between HOMO and LUMO: 7.90 eV
- M: 158.2 Da
- HOMO energy: -7.47 eV
- 2S+1: 1


Of them, the most stable is R and the least stable is P.


## P
A cluster of 3 separate species, C3H10O2 in total. Source: the OMol25 dataset; level of theory: wB97M-V/def2-TZVPD.

Structure (XYZ):
```
15
Properties=species:S:1:pos:R:3:nbo_charge:R:1
C 0.54 0.65 -0.78 -0.6486
C 0.41 -0.57 -1.60 -0.1672
C -0.77 -0.92 -2.14 -0.4113
H -0.44 0.92 -0.37 0.2146
H 1.20 0.39 0.07 0.2056
H 0.92 1.48 -1.38 0.2275
H 1.28 -1.22 -1.66 0.1929
H -0.86 -1.75 -2.81 0.1964
H -1.66 -0.31 -1.96 0.1867
H -0.49 -1.22 2.60 0.4870
H 1.05 -1.49 2.17 0.4890
O 0.37 -0.86 2.41 -0.9699
H -1.28 1.77 1.86 0.4572
H 0.08 1.14 1.67 0.4857
O -0.35 1.97 1.91 -0.9456
```

Properties
- Structure (SMILES): C=CC.O.O
- Net charge: 0
- Gap between HOMO and LUMO: 10.15 eV
- M: 78.1 Da
- HOMO energy: -9.58 eV
- 2S+1: 1


## Q
A cluster of 2 separate species, C3H10O2 in total. Source: the OMol25 dataset; level of theory: wB97M-V/def2-TZVPD.

Structure (XYZ):
```
15
Properties=species:S:1:pos:R:3:nbo_charge:R:1
C 1.24 -2.21 -0.89 -0.2754
O 0.61 -1.20 -1.70 -0.7301
H 0.62 -3.07 -0.64 0.1617
H 1.21 -1.74 0.10 0.2147
H 2.21 -2.39 -1.31 0.1681
H 0.66 -1.50 -2.62 0.4589
C -0.72 0.67 0.64 -0.0766
O 0.66 0.35 0.87 -0.7116
C -1.15 2.09 0.99 -0.6572
H -1.31 0.00 1.27 0.1764
H -0.94 0.47 -0.41 0.1758
H 1.07 1.09 0.45 0.4593
H -2.09 2.30 0.45 0.2140
H -0.54 2.97 0.79 0.2127
H -1.53 2.18 2.01 0.2091
```

Properties
- Structure (SMILES): CCO.CO
- Net charge: 0
- Gap between HOMO and LUMO: 11.02 eV
- M: 78.1 Da
- HOMO energy: -10.08 eV
- 2S+1: 1


Of them, the most stable is P and the least stable is Q.


## P
A cluster of 2 separate species, C3H10O2 in total. Source: the OMol25 dataset; level of theory: wB97M-V/def2-TZVPD.

Structure (XYZ):
```
15
Properties=species:S:1:pos:R:3:nbo_charge:R:1
C 2.04 -1.76 -0.60 -0.2615
O 0.69 -1.75 -0.12 -0.7361
H 2.25 -0.82 -1.15 0.1787
H 2.67 -1.72 0.28 0.1779
H 2.11 -2.56 -1.36 0.1779
H 0.68 -2.37 0.62 0.4655
C -0.87 1.03 -0.17 -0.0628
O -1.79 1.78 -1.07 -0.7313
C -1.25 1.38 1.27 -0.6316
H -0.85 0.05 -0.33 0.1817
H 0.17 1.39 -0.33 0.1455
H -1.78 1.17 -1.90 0.4637
H -2.23 0.87 1.55 0.2064
H -0.65 0.86 1.99 0.2090
H -1.19 2.45 1.33 0.2171
```

Properties
- Structure (SMILES): CCO.CO
- Net charge: 0
- Gap between HOMO and LUMO: 10.72 eV
- M: 78.1 Da
- HOMO energy: -10.01 eV
- 2S+1: 1


## Q
A cluster of 2 separate species, C3H10O2 in total. Source: the OMol25 dataset; level of theory: wB97M-V/def2-TZVPD.

Structure (XYZ):
```
15
Properties=species:S:1:pos:R:3:nbo_charge:R:1
C -0.36 1.15 -0.96 -0.6442
C -0.62 0.23 0.21 0.0939
C -0.58 -1.28 -0.09 -0.6204
O -1.89 0.31 0.85 -0.7458
H -1.03 2.03 -0.91 0.2172
H -0.66 0.62 -1.87 0.2103
H 0.63 1.57 -1.08 0.2195
H 0.15 0.44 0.97 0.1598
H 0.43 -1.70 -0.05 0.1880
H -1.06 -1.65 -1.00 0.2116
H -1.08 -1.74 0.76 0.2329
H -2.25 1.16 1.09 0.4747
H 2.41 -0.92 1.12 0.4659
H 2.86 -0.03 0.01 0.4639
O 3.04 -0.20 0.94 -0.9273
```

Properties
- Structure (SMILES): CC(C)O.O
- Net charge: 0
- Gap between HOMO and LUMO: 11.10 eV
- M: 78.1 Da
- HOMO energy: -10.33 eV
- 2S+1: 1


## R
A cluster of 2 separate species, C3H10O2 in total. Source: the OMol25 dataset; level of theory: wB97M-V/def2-TZVPD.

Structure (XYZ):
```
15
Properties=species:S:1:pos:R:3:nbo_charge:R:1
O 0.13 -0.12 -0.76 -0.7125
C -0.19 -0.99 1.45 -0.6324
C -1.62 -1.71 -0.52 -0.6318
C -0.86 -0.56 0.09 0.1021
H 0.25 0.81 -0.46 0.4718
H 0.27 -1.98 1.32 0.2044
H -0.93 -1.05 2.26 0.2034
H 0.59 -0.27 1.75 0.2060
H -2.52 -2.04 0.03 0.2163
H -0.95 -2.57 -0.66 0.2099
H -1.93 -1.34 -1.52 0.2188
H -1.50 0.31 0.30 0.1436
O 2.75 3.63 -1.10 -0.9426
H 2.89 4.58 -1.32 0.4712
H 3.64 3.29 -0.86 0.4719
```

Properties
- Structure (SMILES): CC(C)O.O
- Net charge: 0
- Gap between HOMO and LUMO: 10.63 eV
- M: 78.1 Da
- HOMO energy: -9.86 eV
- 2S+1: 1


Of them, the most stable is R and the least stable is P.


## P
A cluster of 2 separate species, C5H13NO in total. Source: the OMol25 dataset; level of theory: wB97M-V/def2-TZVPD.

Structure (XYZ):
```
20
Properties=species:S:1:pos:R:3:lowdin_spin:R:1
C -1.06 2.52 -0.34 0.0062
C 0.40 2.66 -0.77 0.0121
C -1.62 1.04 -0.93 0.0067
H -1.19 2.53 0.75 0.0005
H -1.80 3.31 -0.69 0.0028
H 0.67 2.31 -1.74 0.0000
H 1.09 2.09 -0.14 0.0034
H -1.10 0.87 -1.80 0.0000
H -1.44 0.34 -0.10 0.0018
H 0.81 3.55 -0.40 0.0031
H -2.73 1.29 -1.05 -0.0001
C 1.07 -2.96 1.74 0.0563
C 0.94 -1.95 0.76 0.0766
O 1.28 -0.78 0.96 0.7806
N 0.55 -2.34 -0.54 0.0344
H 0.48 -1.75 -1.24 0.0002
H 0.15 -3.31 -0.74 0.0044
H 0.17 -3.33 1.97 0.0048
H 1.55 -2.32 2.81 0.0014
H 1.78 -3.79 1.50 0.0047
```

Properties
- Net charge: +1
- Gap between HOMO and LUMO (alpha / beta): 8.83 / 3.95 eV
- M: 103.2 Da
- HOMO energy (alpha / beta): -13.54 / -13.44 eV
- 2S+1: 2


## Q
A cluster of 2 separate species, C5H13NO in total. Source: the OMol25 dataset; level of theory: wB97M-V/def2-TZVPD.

Structure (XYZ):
```
20
Properties=species:S:1:pos:R:3:lowdin_spin:R:1
C -0.23 -2.95 0.58 0.0000
C 1.03 -2.36 1.19 0.0001
H 0.02 -3.58 -0.27 0.0000
H -0.69 -3.60 1.32 0.0000
H -0.93 -2.20 0.22 0.0000
H 0.80 -1.69 2.03 0.0000
H 1.54 -1.72 0.46 0.0001
H 1.64 -3.17 1.57 0.0000
C 0.35 1.66 -0.62 0.0901
C 0.29 0.97 -1.95 0.0028
C -1.04 2.09 -0.11 0.0922
O -2.01 1.96 -0.88 0.7672
N -1.19 2.63 1.06 0.0292
H 0.66 1.07 0.23 0.0082
H 0.93 2.57 -0.61 0.0057
H 0.03 -0.09 -1.95 0.0001
H -2.05 3.16 1.21 0.0012
H -0.34 2.92 1.53 0.0015
H 1.32 0.74 -2.26 0.0007
H -0.11 1.59 -2.75 0.0008
```

Properties
- Net charge: +1
- Gap between HOMO and LUMO (alpha / beta): 10.32 / 5.39 eV
- M: 103.2 Da
- HOMO energy (alpha / beta): -14.49 / -14.49 eV
- 2S+1: 2


## R
A cluster of 2 separate species, C5H13NO in total. Source: the OMol25 dataset; level of theory: wB97M-V/def2-TZVPD.

Structure (XYZ):
```
20
Properties=species:S:1:pos:R:3:lowdin_spin:R:1
C 2.12 -0.65 0.13 0.0365
C 1.46 0.72 0.38 0.0541
C 0.03 0.78 0.01 0.3428
C -0.93 0.18 0.84 0.2005
N -2.23 0.24 0.62 0.2407
C -0.40 1.49 -1.20 0.0504
H 3.20 -0.55 0.22 0.0037
H 1.78 -1.39 0.85 -0.0001
H 1.91 -1.04 -0.86 -0.0001
H 1.54 0.94 1.45 0.0151
H 1.99 1.50 -0.16 0.0014
H -0.62 -0.42 1.69 0.0026
H -2.60 1.04 0.12 0.0084
H -2.84 -0.13 1.34 0.0049
H 0.44 1.77 -1.83 0.0005
H -0.88 2.42 -0.90 0.0215
H -1.12 0.91 -1.78 0.0107
H -1.60 -2.97 -0.07 0.0003
H -0.60 -2.04 -0.72 0.0014
O -0.65 -2.81 -0.13 0.0047
```

Properties
- Net charge: +1
- Gap between HOMO and LUMO (alpha / beta): 10.58 / 8.39 eV
- M: 103.2 Da
- HOMO energy (alpha / beta): -14.03 / -15.19 eV
- 2S+1: 2


Of them, the most stable is R and the least stable is P.